(1)
The following is a DFT calculation (wB97M-V/def2-TZVPD) of a structure of composition C24H27IrN6S3.

```
61
Properties=species:S:1:pos:R:3:forces:R:3:lowdin_charge:R:1
Ir -1.2693 0.7756 0.1128 -0.3 -0.7 -0.1 0.950
C -1.7568 -0.3260 2.9765 0.0 0.1 -0.2 -0.055
N -1.4244 -0.8124 1.6052 0.4 -0.1 -0.1 -0.282
C -0.0822 -1.5016 1.5852 -0.1 0.0 0.2 -0.200
C 1.1578 -0.7329 2.0377 -0.1 -0.1 -0.2 -0.164
N 1.5835 0.4454 1.2445 -0.5 0.2 0.0 -0.125
C 1.4375 1.6534 2.0664 0.2 0.1 0.1 -0.120
C 2.8405 0.3555 0.5740 0.2 -0.4 -0.3 -0.242
C 3.8292 1.3303 0.7708 0.2 0.2 -0.1 -0.043
C 5.0632 1.2712 0.1461 -0.2 0.4 0.3 -0.082
C 5.3864 0.2177 -0.7013 -0.2 -0.2 0.0 -0.086
C 4.4470 -0.7564 -0.9102 0.1 0.1 0.0 -0.141
C 3.1569 -0.7134 -0.3244 -0.1 0.1 0.1 -0.653
S 2.0799 -1.9348 -0.8117 -0.5 -0.3 -0.1 0.692
C -2.4868 -1.7774 1.2423 0.5 0.5 -0.1 -0.294
C -2.5069 -3.0915 1.6778 0.0 0.0 0.1 -0.003
C -3.5775 -3.9081 1.3414 0.0 0.0 0.0 -0.033
C -4.6254 -3.4090 0.5849 -0.2 0.0 -0.2 -0.050
C -4.6052 -2.0981 0.1468 -0.3 0.0 -0.1 -0.081
C -3.5303 -1.2734 0.4661 0.0 0.3 -0.2 -0.560
S -3.4927 0.3903 -0.1069 0.7 -0.2 0.2 0.799
H -1.7200 -1.1641 3.6730 0.0 0.0 0.0 0.111
H -2.7627 0.0912 2.9532 0.0 0.0 0.1 0.094
H -1.0528 0.4435 3.2811 0.0 0.0 0.0 0.062
H 0.0719 -1.8434 0.5697 0.2 -0.1 -0.1 0.012
H -0.1217 -2.3796 2.2346 -0.1 0.1 0.1 0.118
H 1.9509 -1.4842 2.0385 0.0 0.1 -0.2 0.126
H 1.0567 -0.4139 3.0782 -0.1 0.0 0.0 0.121
H 2.1278 1.6575 2.9186 0.1 0.0 -0.1 0.107
H 0.4306 1.6977 2.4562 -0.1 0.0 0.0 0.001
H 1.5984 2.5500 1.4701 0.0 0.0 0.0 0.091
H 3.6596 2.1516 1.4427 0.0 0.1 0.1 0.091
H 5.7888 2.0483 0.3463 0.0 0.0 0.0 0.105
H 6.3566 0.1650 -1.1745 0.0 0.0 0.0 0.108
H 4.6535 -1.5977 -1.5579 0.0 0.0 0.0 0.089
H -1.7182 -3.5112 2.2859 0.0 0.1 0.0 0.120
H -3.5863 -4.9359 1.6750 0.0 0.0 0.0 0.120
H -5.4578 -4.0474 0.3234 0.0 0.0 0.0 0.119
H -5.4125 -1.7085 -0.4601 0.0 0.0 0.0 0.116
C 0.8806 2.6403 -3.0403 -0.1 0.0 0.0 0.000
C 0.0360 1.7468 -2.2017 0.1 0.1 -0.2 -0.233
N -0.6241 2.1862 -1.1780 0.0 -0.5 0.5 -0.169
N -0.5927 3.5166 -0.8792 0.0 0.1 0.0 0.020
C -1.1059 3.7950 0.2891 -0.1 -0.1 -0.1 -0.793
N -1.1260 5.0788 0.6857 -0.1 0.0 0.0 0.101
S -1.7618 2.6194 1.4095 0.1 0.2 0.4 0.616
C -0.1380 0.3185 -2.5023 0.0 0.0 -0.2 -0.220
C 0.2645 -0.2426 -3.7032 0.0 0.0 0.1 0.021
C -0.0133 -1.5777 -3.9588 0.0 0.0 0.1 -0.018
C -0.6941 -2.3111 -3.0076 -0.1 0.0 0.0 -0.033
C -1.0607 -1.6896 -1.8284 -0.1 -0.2 0.2 -0.143
N -0.7800 -0.4194 -1.5697 0.1 0.2 0.2 -0.060
H 1.2579 3.4596 -2.4348 0.0 0.0 0.0 0.082
H 0.2815 3.0798 -3.8418 0.0 0.0 0.0 0.109
H 1.7106 2.0951 -3.4813 0.0 0.0 0.0 0.088
H -0.8909 5.7908 0.0146 0.0 0.0 0.0 0.115
H -1.6553 5.3423 1.4979 0.0 0.0 0.0 0.095
H 0.7760 0.3583 -4.4388 0.0 0.0 0.0 0.121
H 0.2927 -2.0271 -4.8929 0.0 0.0 0.0 0.126
H -0.9473 -3.3499 -3.1591 0.0 0.0 0.0 0.123
H -1.5969 -2.2337 -1.0569 0.1 0.0 -0.1 0.112
```
Positions in Å, forces in eV/Å.

Computed properties:
- 2S+1 = 2
- energy (eV) = -69605.1027
- lowest unoccupied orbital energy (spin up / spin down) (eV) = -4.761 / -6.203
- charge = +1
- ⟨S²⟩ = 0.9299

(2)
The following is a DFT calculation (wB97M-V/def2-TZVPD) of a structure of composition C24H27N4O4RuSe2 in a non-equilibrium geometry.

```
62
Properties=species:S:1:pos:R:3:forces:R:3:lowdin_charge:R:1
Ru -0.0706 0.1151 -0.1151 0.4 -1.0 -0.2 0.754
O 1.0151 -0.3803 5.2035 -0.1 0.0 0.1 0.055
C -0.3072 -0.6184 5.1431 0.1 0.0 0.1 -0.269
C -0.9380 -1.0251 6.3199 0.0 0.0 0.0 -0.015
C -2.2950 -1.2690 6.3347 0.0 0.0 0.0 -0.080
C -3.0611 -1.1180 5.1797 0.0 0.0 0.0 -0.089
C -2.4407 -0.7333 4.0108 0.0 0.0 0.0 -0.020
C -1.0655 -0.4846 3.9686 0.0 0.0 0.0 -0.081
C -0.4580 -0.1129 2.6781 -0.2 0.0 -0.1 -0.430
O -1.1689 -0.1954 1.6219 -0.2 -0.1 0.0 -0.196
N 0.8172 0.2725 2.6828 0.2 0.1 -0.2 0.069
N 1.2149 0.5365 1.4058 -0.4 0.5 0.1 -0.151
C 2.3230 1.1151 1.1333 0.1 -0.1 -0.1 -0.053
C 2.5733 1.3008 -0.2906 -0.2 -0.1 0.2 -0.247
C 3.7087 1.9380 -0.7650 0.0 0.0 -0.1 -0.009
C 3.8836 2.0841 -2.1286 0.0 0.0 0.1 -0.048
C 2.9202 1.5626 -2.9746 0.0 0.0 -0.1 -0.038
C 1.8161 0.9264 -2.4362 0.0 -0.1 0.1 -0.131
N 1.6226 0.7925 -1.1204 0.2 0.3 0.0 -0.055
H 1.2979 -0.0286 4.3299 0.0 0.0 -0.1 0.060
H -0.3341 -1.1319 7.2107 0.0 0.0 0.0 0.117
H -2.7675 -1.5768 7.2591 0.0 0.0 0.0 0.104
H -4.1266 -1.2990 5.2001 0.0 0.0 0.0 0.099
H -3.0007 -0.6130 3.0933 0.0 0.0 0.0 0.117
H 3.0200 1.4371 1.8976 0.0 -0.1 0.0 0.135
H 4.4340 2.3190 -0.0598 0.0 0.0 0.0 0.119
H 4.7550 2.5909 -2.5199 0.0 0.0 0.0 0.112
H 3.0114 1.6354 -4.0490 0.0 0.0 0.0 0.112
H 1.0601 0.4758 -3.0623 0.0 0.0 0.0 0.062
O -3.7040 0.7728 -0.7757 0.0 0.0 -0.1 -0.119
C -3.8994 1.4280 -2.0111 0.0 0.0 0.0 -0.241
C -2.6017 1.8977 -2.6707 0.0 0.1 -0.1 -0.562
C -3.1092 2.6976 -3.9004 0.0 0.0 0.0 -0.232
O -2.0858 3.1509 -4.7714 0.0 0.0 0.0 -0.052
C -1.7359 0.7704 -3.2358 0.0 0.0 0.0 -0.511
Se -1.2153 -0.7187 -2.0847 0.1 0.2 0.4 0.685
C -1.7554 2.8694 -1.8397 -0.1 -0.1 0.0 -0.534
Se -0.9936 2.3484 -0.1083 0.1 0.6 0.1 0.630
H -4.5660 0.6414 -0.3708 0.0 0.0 0.0 0.093
H -4.5419 2.3091 -1.8774 0.0 0.0 0.0 0.129
H -4.4053 0.7597 -2.7238 0.0 0.0 0.0 0.130
H -3.7177 3.5413 -3.5541 0.0 0.0 0.0 0.127
H -3.7458 2.0529 -4.5105 0.0 0.0 0.0 0.129
H -1.6035 3.8546 -4.3269 0.0 0.0 0.0 0.081
H -0.8155 1.2217 -3.6063 0.0 0.0 -0.1 0.046
H -2.2236 0.3180 -4.1012 -0.1 -0.1 0.1 0.068
H -2.3590 3.7443 -1.5824 0.0 0.0 0.0 0.062
H -0.9326 3.2156 -2.4685 0.0 0.0 0.0 0.045
N 0.3923 -2.0682 0.2903 -0.1 -0.1 -0.4 0.003
C 1.5891 -2.7621 -0.1111 0.1 0.1 0.2 -0.286
C 2.2262 -3.6169 0.7781 0.0 0.1 0.0 -0.033
C 3.3981 -4.2585 0.4050 0.0 0.0 0.0 -0.084
C 3.9278 -4.0592 -0.8612 0.0 0.0 0.0 -0.094
C 3.2810 -3.2105 -1.7485 0.0 0.0 0.0 -0.077
C 2.1194 -2.5525 -1.3753 0.0 -0.1 -0.1 -0.045
H 0.2197 -2.2183 1.2793 0.0 0.0 0.0 0.090
H -0.4147 -2.4452 -0.2039 0.0 -0.1 0.1 0.055
H 1.8095 -3.7741 1.7667 0.0 0.0 0.0 0.114
H 3.8929 -4.9176 1.1060 0.0 0.0 0.0 0.104
H 4.8385 -4.5633 -1.1558 0.0 0.0 0.0 0.101
H 3.6854 -3.0520 -2.7400 0.0 0.0 0.0 0.105
H 1.6064 -1.8921 -2.0614 0.0 0.0 0.0 0.067
```
Positions in Å, forces in eV/Å.

Computed properties:
- 2S+1 = 2
- energy (eV) = -172751.8854
- lowest unoccupied orbital energy (spin up / spin down) (eV) = -0.758 / -0.907
- charge = 0
- ⟨S²⟩ = 0.7587

(3)
The following is a DFT calculation (wB97M-V/def2-TZVPD) of a structure of composition C24H27N6OZr.

```
59
Properties=species:S:1:pos:R:3:forces:R:3:lowdin_charge:R:1
Zr -1.6909 -0.3949 -0.0419 0.5 -0.7 0.1 1.886
C 3.4756 -3.8421 1.9303 0.0 0.1 0.0 -0.006
C 2.5760 -2.7137 1.5072 0.1 -0.2 0.0 -0.216
C 2.8896 -1.8985 0.4099 0.0 0.0 0.0 0.012
C 2.0448 -0.8857 0.0107 0.0 0.0 -0.1 -0.004
C 0.8704 -0.6103 0.7157 -0.2 0.3 -0.2 -0.273
N 0.0171 0.4774 0.2954 -0.2 0.4 0.2 -0.145
C 0.3924 1.8500 0.4715 0.0 -0.6 0.0 -0.190
C 1.5751 2.1959 1.1040 0.2 0.1 0.1 0.015
C 1.9172 3.5261 1.2844 0.1 -0.1 0.0 0.016
C 1.0809 4.5566 0.8652 0.0 0.2 0.0 -0.223
C 1.4263 6.0019 1.1063 0.0 -0.1 -0.1 -0.011
C -0.1158 4.2034 0.2509 0.1 0.1 0.0 0.042
C -0.4458 2.8765 0.0419 -0.6 0.1 -0.3 -0.107
N -1.7115 2.6177 -0.6294 0.2 -0.2 0.3 -0.041
C -2.3628 3.4109 -1.4820 0.1 0.2 0.0 0.026
C -3.6168 2.8714 -1.7472 0.0 0.1 -0.1 0.024
C -3.6684 1.7194 -1.0014 0.2 0.0 0.0 -0.088
N -2.5007 1.5467 -0.3137 -0.3 0.5 -0.3 -0.136
C 0.5529 -1.4283 1.8058 -0.2 0.0 0.4 -0.127
C 1.3865 -2.4719 2.1811 0.0 0.0 0.0 0.052
N -0.6301 -1.2201 2.5963 -0.1 0.1 -0.3 -0.061
C -0.7888 -1.3211 3.9163 0.1 0.0 0.1 0.030
C -2.1311 -1.1393 4.2171 0.1 -0.1 0.1 0.026
C -2.7467 -0.9417 3.0030 0.0 0.1 -0.3 -0.057
N -1.8402 -0.9843 1.9944 0.0 -0.2 0.8 -0.119
H 4.5066 -3.6565 1.6352 0.0 0.0 0.0 0.098
H 3.1594 -4.7764 1.4598 0.0 0.0 0.0 0.105
H 3.4426 -3.9920 3.0086 0.0 0.0 0.0 0.098
H 3.8157 -2.0616 -0.1286 0.0 0.0 0.0 0.138
H 2.3057 -0.2487 -0.8263 0.0 0.0 0.0 0.138
H 2.2424 1.4217 1.4599 0.0 0.0 0.0 0.126
H 2.8544 3.7642 1.7728 0.0 0.0 0.0 0.138
H 2.5049 6.1468 1.1341 0.0 0.0 0.0 0.095
H 1.0224 6.3369 2.0637 0.0 0.0 0.0 0.105
H 1.0157 6.6419 0.3266 0.0 0.0 0.0 0.093
H -0.8065 4.9852 -0.0410 0.0 0.0 0.0 0.133
H -1.8977 4.3136 -1.8488 -0.1 0.0 0.0 0.157
H -4.3817 3.2873 -2.3828 0.0 0.0 0.0 0.137
H -4.4836 1.0175 -0.8929 0.0 0.0 0.0 0.134
H 1.0970 -3.1104 3.0081 0.0 0.0 0.0 0.142
H 0.0623 -1.5062 4.5543 -0.1 0.0 0.0 0.161
H -2.5854 -1.1516 5.1941 0.0 0.0 0.0 0.137
H -3.7895 -0.7614 2.7947 0.0 0.0 0.0 0.135
C 0.2230 -2.4727 -4.4574 -0.2 0.2 0.3 0.048
N -0.5097 -1.8947 -3.2866 0.2 0.0 -0.5 -0.070
C -1.0701 -0.5454 -3.4254 0.0 -0.1 0.0 0.010
C -0.6541 -2.5592 -2.1845 -0.3 0.0 0.6 -0.388
C -0.1568 -3.9379 -1.9618 0.0 0.0 0.0 0.069
O -1.2796 -1.9953 -1.1750 0.1 -0.1 -0.8 -0.231
H 0.1854 -1.7402 -5.2545 0.1 0.0 -0.1 0.102
H -0.2689 -3.3843 -4.7826 0.0 0.0 -0.1 0.116
H 1.2582 -2.6631 -4.1896 0.0 0.0 0.0 0.114
H -1.0419 -0.2494 -4.4678 0.1 0.0 0.0 0.111
H -0.4858 0.1784 -2.8555 0.0 0.0 0.1 0.098
H -2.1190 -0.5465 -3.1294 -0.1 0.0 0.1 0.097
H 0.2889 -4.3889 -2.8398 0.0 0.0 0.0 0.095
H -0.9912 -4.5496 -1.6160 0.0 0.0 0.0 0.124
H 0.5820 -3.9033 -1.1576 0.0 0.0 0.0 0.109
```
Positions in Å, forces in eV/Å.

Computed properties:
- energy (eV) = -37571.3341
- lowest unoccupied orbital energy (eV) = -9.863
- charge = +3

(4)
The following is a DFT calculation (wB97M-V/def2-TZVPD) of a structure of composition C24H27NOSiSr in a non-equilibrium geometry.

```
55
Properties=species:S:1:pos:R:3:forces:R:3:lowdin_charge:R:1
C 1.1591 2.6019 1.1522 -0.2 0.3 -0.2 -0.233
C 0.1501 2.5618 0.1618 -0.3 -0.2 -0.1 -0.241
C -1.1119 2.6717 0.8047 0.2 0.3 -0.1 -0.258
H 0.3102 2.5061 -0.9186 -0.1 -0.1 0.5 0.081
C -0.8837 2.8278 2.1959 0.2 0.1 -0.2 -0.266
C 0.5232 2.8108 2.3975 -0.2 -0.3 0.1 -0.255
H 1.0424 2.9875 3.3301 0.0 -0.1 0.1 0.082
H 2.2337 2.5929 0.9664 -0.3 0.0 0.1 0.092
H -2.0796 2.7248 0.3087 0.3 -0.1 0.1 0.084
H -1.6593 3.0046 2.9423 0.3 0.0 -0.2 0.087
Sr -0.2650 0.1389 1.6592 0.1 0.6 -0.6 1.151
C -1.1745 -2.5001 -3.5967 -1.2 -1.9 -2.4 -0.114
H -1.9858 -2.3960 -2.8618 0.8 0.6 0.2 0.058
H -1.6521 -2.2551 -4.5473 0.0 -0.1 -0.3 0.064
H -0.1643 -1.9123 -3.6533 -1.3 -1.1 -0.7 0.012
Si -0.1283 -1.1650 -2.2283 2.0 2.5 4.5 0.590
C 1.6961 -0.8091 -2.3470 0.0 -0.5 0.4 -0.338
C 2.3849 0.4195 -2.2117 0.6 0.1 -0.8 -0.105
H 1.9318 1.2820 -1.7093 0.1 -0.5 -0.3 0.078
C 3.6707 0.5635 -2.7702 -0.2 -0.2 0.0 -0.096
H 4.2024 1.5195 -2.7025 -0.3 -0.3 0.1 0.100
C 4.2926 -0.5051 -3.4343 -0.1 0.0 0.1 -0.114
H 5.2863 -0.3873 -3.8887 -0.6 0.0 0.2 0.097
C 3.6545 -1.7552 -3.4741 -0.2 -0.1 0.5 -0.106
H 4.1350 -2.5993 -3.9774 -0.1 0.3 0.3 0.097
C 2.3995 -1.9249 -2.8722 0.8 0.5 -0.6 -0.143
H 1.9326 -2.9218 -2.8745 0.1 0.5 -0.2 0.093
C -1.1467 0.3185 -2.6108 0.0 -0.1 0.0 -0.331
C -0.7138 0.9939 -3.7726 -0.7 0.6 -0.1 -0.105
H 0.2477 0.7633 -4.2510 -0.4 -0.1 0.3 0.109
C -1.5208 1.9865 -4.3425 0.1 0.0 0.3 -0.088
H -1.1785 2.5128 -5.2340 -0.1 -0.2 0.2 0.101
C -2.7426 2.3346 -3.7506 0.1 -0.1 0.3 -0.090
H -3.3648 3.1326 -4.1925 0.4 -0.6 0.3 0.105
C -3.1345 1.7003 -2.5574 0.1 0.1 -0.2 -0.093
H -4.0558 2.0279 -2.0680 0.3 -0.2 -0.1 0.102
C -2.3524 0.6847 -1.9842 -0.3 0.5 -0.6 -0.118
H -2.6898 0.1969 -1.0568 0.3 0.2 -0.5 0.083
H -0.4143 -2.0244 -1.0248 -0.2 0.0 -0.7 -0.038
H -0.8684 -3.5482 -3.5723 0.0 0.0 -0.1 0.060
O -0.0984 -2.2137 2.2730 0.1 -1.0 1.4 -0.296
C -0.2174 -2.8116 3.6123 0.1 0.2 -1.1 -0.169
C -0.3552 -1.7385 4.6385 0.0 1.1 0.1 -0.284
C -0.5144 -2.0860 5.9758 0.0 0.2 0.1 -0.020
C -0.6438 -1.0718 6.9277 0.1 -0.1 -0.3 -0.045
C -0.5946 0.2638 6.5062 0.1 -0.1 -0.3 -0.050
C -0.4440 0.5306 5.1449 0.0 -0.6 0.2 -0.106
N -0.3336 -0.4586 4.2255 0.0 0.2 0.7 0.004
H 0.0527 -2.9252 1.6297 -0.1 0.1 -0.1 0.071
H -1.1164 -3.4395 3.6437 0.2 0.0 -0.1 0.126
H 0.6824 -3.4031 3.8251 -0.2 0.0 -0.1 0.131
H -0.5307 -3.1522 6.2072 0.0 0.4 0.3 0.124
H -0.7749 -1.3239 7.9813 0.0 0.1 -0.3 0.113
H -0.6633 1.1044 7.2010 0.0 -0.4 -0.2 0.111
H -0.4145 1.5636 4.7749 0.0 -0.5 0.0 0.099
```
Positions in Å, forces in eV/Å.

Computed properties:
- energy (eV) = -37571.4698
- lowest unoccupied orbital energy (spin up / spin down) (eV) = 0.150 / 0.150
- charge = 0

Energy relative to the best compared isomer or geometry (same formula, charge and spin)? In order: 61.5, 0.0, 0.0, 8.1 kcal per mole.